{
  "formula": "C40H58Cl8N8O3",
  "method": "ωB97M-V/def2-TZVPD",
  "mol_weight_g_mol": 982.6,
  "s2": 0.763,
  "homo_ev": [-9.58, -9.58],
  "charge": 1,
  "multiplicity": 2,
  "e_lumo_ev": [-2.60, -6.66],
  "largest_force_ev_per_a": 4.94,
  "total_energy_ev": -160651.7947,
  "orbital_gap_ha": [0.256, 0.107],
  "symbols": ["N", "C", "C", "C", "C", "H", "H", "H", "H", "H", "N", "C", "C", "C", "C", "H", "H", "H", "H", "H", "N", "C", "C", "C", "C", "H", "H", "H", "H", "H", "N", "C", "C", "C", "C", "H", "H", "H", "H", "H", "N", "C", "C", "C", "C", "H", "H", "H", "H", "H", "N", "C", "C", "C", "C", "H", "H", "H", "H", "H", "N", "C", "C", "C", "C", "H", "H", "H", "H", "H", "N", "C", "C", "C", "C", "H", "H", "H", "H", "H", "C", "Cl", "Cl", "Cl", "Cl", "C", "Cl", "Cl", "Cl", "Cl", "C", "C", "O", "H", "H", "H", "H", "H", "H", "C", "C", "O", "H", "H", "H", "H", "H", "H", "C", "C", "O", "H", "H", "H", "H", "H", "H"],
  "xyz": [[13.78602, -5.43865, -16.63633], [12.69123, -4.59487, -16.73668], [12.52432, -3.92475, -15.53746], [13.59909, -4.25235, -14.66434], [14.31558, -5.21270, -15.36278], [14.27191, -5.92732, -17.37472], [12.01881, -4.64426, -17.58037], [11.67966, -3.29914, -15.28930], [13.83400, -3.72033, -13.75429], [15.24508, -5.70364, -15.11499], [13.44790, 0.10639, -15.38407], [13.13846, 1.41893, -15.16111], [12.44845, 1.52181, -13.98903], [12.20058, 0.25964, -13.53697], [12.89808, -0.60043, -14.34450], [14.03153, -0.28503, -16.10950], [13.49141, 2.17331, -15.84867], [12.11127, 2.44364, -13.53853], [11.67784, 0.01110, -12.62517], [13.09747, -1.66125, -14.30841], [19.25097, -0.25642, -9.01906], [20.25616, -1.12825, -8.62373], [20.21663, -1.36261, -7.28536], [19.10356, -0.62926, -6.91789], [18.58079, 0.13940, -7.88853], [19.10601, 0.18000, -9.91830], [20.93651, -1.51741, -9.36675], [20.82511, -2.05801, -6.72627], [18.90853, -0.53955, -5.85945], [17.70174, 0.76586, -7.85391], [13.02998, -4.92476, -6.20502], [14.29405, -4.82343, -5.78444], [15.17630, -5.13913, -6.80717], [14.41982, -5.37259, -7.91104], [13.07681, -5.23583, -7.56686], [12.16272, -4.77827, -5.70853], [14.42313, -4.58218, -4.73967], [16.24646, -5.21776, -6.68473], [14.75899, -5.68850, -8.88652], [12.18634, -5.28937, -8.17563], [16.60946, -0.73031, -11.47667], [16.84441, -1.91057, -10.87487], [15.65326, -2.64391, -10.93360], [14.70836, -1.76247, -11.45815], [15.29747, -0.58482, -11.86480], [17.26233, 0.03815, -11.53437], [17.85079, -2.12240, -10.54512], [15.42990, -3.60339, -10.49099], [13.63815, -1.90536, -11.48332], [14.89792, 0.31052, -12.31772], [15.79721, 2.76699, -13.33127], [16.58865, 1.80747, -13.87457], [17.90313, 2.22829, -13.99333], [17.85080, 3.50893, -13.63728], [16.58926, 3.84951, -13.18469], [14.78904, 2.73969, -13.27705], [16.25254, 0.80531, -14.09616], [18.81571, 1.70814, -14.24444], [18.73594, 4.12763, -13.64955], [16.15981, 4.75375, -12.77933], [14.32681, 1.50848, -9.66561], [13.11584, 1.94472, -10.20260], [13.17374, 3.29051, -10.57583], [14.46322, 3.69460, -10.29413], [15.16964, 2.59266, -9.76135], [14.56932, 0.59885, -9.29973], [12.39390, 1.15556, -10.35238], [12.41419, 3.87813, -11.06996], [14.99962, 4.61624, -10.46515], [16.20296, 2.45133, -9.48087], [14.82678, -8.39132, -10.88213], [15.71347, -7.51303, -11.42492], [15.06034, -6.29446, -11.52633], [13.77668, -6.38853, -10.99827], [13.73338, -7.68742, -10.49632], [14.97020, -9.38343, -10.75871], [16.65008, -7.85363, -11.84104], [15.34566, -5.40883, -12.07466], [13.01969, -5.62576, -10.89076], [12.88243, -8.18307, -10.05291], [19.21720, -5.43554, -8.49045], [18.07931, -4.12957, -8.47340], [18.84524, -6.58374, -9.86682], [20.87586, -4.87245, -8.60538], [19.03638, -6.23695, -6.93887], [19.26153, -3.57740, -13.74501], [19.42273, -3.88628, -11.97403], [19.16077, -1.76406, -14.12444], [20.71283, -4.21669, -14.49039], [17.80050, -4.43949, -14.25496], [14.19436, -1.15667, -6.33350], [14.93382, -1.80329, -7.45167], [15.31928, -0.81285, -8.42906], [13.17556, -0.83846, -6.55462], [14.65681, -0.22274, -6.01410], [14.28741, -1.78965, -5.45102], [14.31769, -2.55258, -7.94870], [15.82103, -2.22579, -6.98004], [15.88335, -1.20357, -9.10044], [20.91258, 2.31654, -10.67695], [19.48620, 2.76636, -10.39998], [18.55535, 1.89425, -11.01487], [21.20370, 2.51264, -11.70889], [21.12941, 1.27425, -10.44303], [21.54649, 2.85695, -9.97394], [19.31459, 3.77069, -10.78724], [19.25406, 2.79981, -9.33551], [18.14739, 2.37426, -11.73927], [10.51591, -2.77533, -10.84371], [11.08237, -3.01714, -9.48276], [10.20656, -3.91580, -8.87283], [10.45850, -3.65843, -11.48005], [11.11702, -2.06100, -11.40630], [9.54009, -2.30613, -10.71827], [11.08823, -2.08981, -8.90994], [12.09308, -3.42373, -9.51816], [10.20513, -4.73883, -9.36701]],
  "atomic_forces_ev_per_a": [[-0.40, 1.49, 1.97], [-0.35, -0.43, 0.29], [-0.07, -0.04, -0.72], [0.02, -0.81, -1.58], [0.89, 0.09, -0.28], [-0.33, 0.06, 0.21], [0.16, 0.08, -0.01], [0.06, 0.09, -0.20], [0.11, -0.58, 0.21], [-0.08, -0.01, 0.15], [-0.62, 0.23, 1.19], [1.27, 0.70, -1.08], [-0.26, 2.41, -0.76], [0.41, -2.16, 1.44], [0.15, -1.18, -0.66], [-0.24, 0.17, 0.10], [-0.11, 0.05, 0.10], [-0.19, 0.05, -0.23], [-0.04, -0.22, -0.13], [-0.33, 0.12, 0.16], [0.51, 0.10, 0.24], [0.68, -0.07, -2.07], [-0.13, -0.39, -1.72], [-0.32, 0.85, 4.52], [-0.46, -0.74, -0.73], [0.32, -0.23, -0.02], [-0.04, 0.03, -0.08], [-0.10, 0.26, 0.02], [-0.72, 0.11, 0.03], [0.21, 0.02, -0.25], [-0.82, -0.15, -2.69], [0.94, -0.05, 1.63], [0.77, 0.64, 2.63], [-2.02, -0.59, -1.93], [0.37, 0.03, 0.33], [0.44, 0.08, 0.09], [0.49, -0.08, -0.05], [-0.15, 0.09, -0.07], [0.03, 0.14, 0.11], [0.08, -0.14, 0.27], [-0.07, 1.94, -0.51], [-0.21, -1.04, -0.38], [0.91, 0.53, 1.04], [-1.65, 0.50, -0.84], [0.55, -1.01, 0.92], [0.30, -0.19, -0.08], [-0.24, -0.23, 0.06], [0.25, -0.04, -0.08], [-0.02, -0.34, -0.27], [0.12, -0.20, 0.05], [0.65, -0.65, -0.65], [0.30, -2.87, -0.41], [-1.37, -2.73, -0.85], [0.98, 4.52, 1.73], [0.07, 1.44, 0.31], [0.10, -0.16, -0.08], [-0.42, 0.15, 0.05], [-0.43, -0.30, -0.30], [-0.24, 0.45, 0.18], [0.33, 0.14, -0.23], [-0.53, 3.83, -1.30], [0.95, -2.40, 0.67], [0.94, 0.84, -0.17], [0.05, 0.39, -0.30], [-0.53, -2.53, 0.73], [0.24, -1.24, 0.53], [-0.47, 0.40, -0.01], [-0.09, -0.19, 0.20], [-0.50, 0.20, -0.09], [0.11, 0.33, -0.02], [0.23, 0.53, 0.78], [-0.10, 0.47, -1.07], [0.87, 0.68, -1.15], [0.19, -1.87, 1.25], [-2.22, -0.04, -0.59], [0.00, 0.35, 0.19], [-0.06, 0.14, 0.11], [0.71, -0.11, 0.10], [0.10, -0.08, -0.04], [0.17, -0.09, 0.13], [-0.01, -0.90, -0.19], [-0.31, 0.73, -0.57], [0.25, 0.69, 0.95], [0.09, 0.13, -0.37], [0.02, -0.65, 0.18], [0.05, 0.38, 0.70], [0.00, 0.57, -0.62], [-0.14, -1.50, 0.46], [-0.19, 0.07, -0.31], [0.33, 0.53, -0.24], [-0.18, 1.02, 0.70], [0.24, 0.32, -0.31], [-0.47, 0.92, 0.38], [-0.24, -0.57, 0.00], [0.50, 0.08, -0.18], [-0.62, -0.16, -0.08], [0.23, -0.31, 0.11], [0.19, -0.32, -0.54], [0.18, -0.53, -0.20], [0.13, 0.35, 0.60], [0.41, -0.06, 0.01], [-0.78, -0.59, 0.11], [0.04, 0.06, 0.08], [-0.47, -0.12, -0.09], [0.30, 0.29, -0.29], [0.18, 0.16, 0.00], [0.23, -0.12, 0.15], [-0.09, -0.03, -0.43], [0.28, 1.23, -0.92], [-0.01, -0.27, -0.70], [-0.38, -0.56, 1.49], [-0.14, -0.18, 0.24], [0.20, 0.16, -0.13], [-0.16, -0.29, -0.20], [0.00, -0.10, 0.20], [0.29, 0.10, 0.04], [-0.05, -0.05, -0.11]]
}